Record 1
Entry from OMol25: a cluster of 7 separate species, C42H94N4O8P in total in a non-equilibrium geometry (the ωB97M-V functional and the def2-TZVPD basis).

Computed properties:
frontier orbital gap	6.3	eV
multiplicity	1
HOMO energy	-13.44	eV
net charge	+3

Geometry (Å):
C -1.265 0.666 -6.613
C -2.205 0.117 -5.638
O -3.395 0.411 -5.656
N -1.567 -0.504 -4.409
H -1.046 -1.302 -4.741
H -0.878 0.067 -3.941
C -2.653 -0.932 -3.384
H -0.509 -0.085 -6.841
H -0.907 1.640 -6.279
H -1.942 0.727 -7.465
H -3.194 -0.070 -2.993
H -2.212 -1.293 -2.454
H -3.193 -1.722 -3.906
C -8.570 -3.162 3.134
C -9.353 -2.843 1.915
O -10.347 -2.081 1.905
N -8.972 -3.595 0.595
H -7.971 -3.468 0.542
H -9.052 -4.582 0.791
C -9.714 -3.147 -0.711
H -8.814 -2.533 3.991
H -7.487 -3.065 3.058
H -8.790 -4.149 3.541
H -9.653 -2.064 -0.605
H -10.735 -3.526 -0.747
H -9.114 -3.657 -1.465
C -6.375 -1.085 -5.310
C -6.226 -2.408 -6.055
C -5.051 -3.276 -5.717
C -5.126 -4.660 -6.370
N -5.302 -5.865 -5.374
C -4.186 -6.050 -4.302
C -2.995 -6.522 -5.094
C -3.587 -7.485 -6.098
C -5.111 -7.186 -6.123
C -6.660 -5.783 -4.680
H -6.191 -0.217 -5.942
H -5.682 -0.934 -4.482
H -7.412 -0.903 -5.028
H -6.306 -2.211 -7.124
H -7.073 -3.094 -6.043
H -4.864 -3.235 -4.644
H -4.153 -2.822 -6.137
H -4.122 -4.791 -6.776
H -5.789 -4.843 -7.216
H -4.663 -6.816 -3.690
H -4.100 -5.059 -3.856
H -2.247 -6.889 -4.390
H -2.498 -5.652 -5.523
H -3.363 -8.522 -5.847
H -3.223 -6.989 -6.998
H -5.596 -8.044 -5.658
H -5.332 -7.065 -7.183
H -6.901 -4.862 -4.149
H -6.787 -6.654 -4.037
H -7.371 -5.989 -5.480
C -5.932 4.050 -3.904
C -4.564 3.565 -3.439
C -4.244 4.103 -2.112
C -2.873 3.655 -1.515
N -2.796 3.683 0.055
C -1.362 3.279 0.512
C -1.047 4.028 1.750
C -2.243 4.854 1.996
C -2.891 5.087 0.581
C -3.835 2.676 0.567
H -6.740 3.707 -3.259
H -6.088 3.762 -4.944
H -5.891 5.140 -3.910
H -3.804 3.875 -4.156
H -4.752 2.503 -3.281
H -5.122 4.052 -1.467
H -4.073 5.179 -2.083
H -2.009 4.237 -1.833
H -2.655 2.627 -1.805
H -1.384 2.199 0.655
H -0.727 3.524 -0.339
H -0.889 3.384 2.615
H -0.058 4.442 1.552
H -2.954 4.415 2.695
H -2.082 5.890 2.297
H -3.907 5.461 0.454
H -2.280 5.771 -0.007
H -3.833 2.770 1.653
H -3.575 1.693 0.176
H -4.811 2.953 0.169
C -6.087 3.987 3.691
C -7.383 3.673 2.997
C -7.588 4.705 1.838
C -8.623 4.270 0.747
P -9.306 5.631 -0.327
C -10.704 4.715 -1.052
C -10.356 3.743 -2.203
C -11.528 3.276 -3.045
C -11.281 2.293 -4.217
C -9.977 7.029 0.757
C -11.347 6.662 1.469
C -11.759 7.715 2.533
C -10.979 7.665 3.800
C -7.813 6.224 -1.331
C -7.078 7.422 -0.755
C -6.007 7.962 -1.700
C -4.630 8.240 -1.202
H -5.951 5.036 3.953
H -5.215 3.614 3.155
H -5.923 3.477 4.640
H -8.217 3.859 3.673
H -7.572 2.659 2.644
H -6.574 4.779 1.446
H -7.759 5.665 2.325
H -9.576 3.903 1.128
H -8.334 3.492 0.040
H -11.264 5.448 -1.633
H -11.399 4.292 -0.327
H -9.904 2.795 -1.912
H -9.658 4.256 -2.865
H -12.168 4.078 -3.414
H -12.183 2.712 -2.381
H -10.693 1.397 -4.015
H -10.899 2.594 -5.192
H -12.205 1.759 -4.440
H -10.073 7.929 0.150
H -9.218 7.451 1.416
H -11.175 5.673 1.895
H -12.181 6.477 0.792
H -12.809 7.747 2.822
H -11.768 8.715 2.100
H -11.445 8.140 4.663
H -9.959 8.006 3.624
H -10.866 6.626 4.112
H -7.992 6.347 -2.399
H -7.056 5.439 -1.340
H -6.519 7.102 0.124
H -7.731 8.229 -0.420
H -6.338 8.859 -2.224
H -5.851 7.357 -2.593
H -4.507 8.904 -0.346
H -3.857 8.496 -1.926
H -4.326 7.373 -0.616
O -4.922 -1.861 -0.843
C -5.884 -2.709 -0.791
O -6.566 -2.926 -1.823
O -6.211 -3.185 0.295
H -5.457 -1.339 -1.446
O -7.714 0.008 -1.212
C -6.824 0.950 -1.530
O -5.782 0.572 -2.082
O -6.942 2.146 -1.153
H -7.479 -0.725 -1.786

***

Record 2
Entry from OMol25: a cluster of 2 separate species, C4H8O2 in total in a non-equilibrium geometry (the ωB97M-V functional and the def2-TZVPD basis).

Computed properties:
frontier orbital gap (alpha / beta)	6.9 / 9.0	eV
energy relative to the best compared isomer or geometry (same formula, charge and spin)	207.6	kJ/mol
multiplicity	3
HOMO energy (alpha / beta)	-6.15 / -9.76	eV
net charge	0
expectation value of S²	2.0063

Geometry (Å):
C 0.170 -0.744 -1.225
C -1.045 0.175 -1.124
C -0.418 -0.356 0.108
C 1.035 1.207 1.290
O -2.369 -0.206 -1.294
O -1.184 -1.155 0.865
H 0.002 -1.723 -1.512
H 1.064 -0.314 -1.781
H -0.832 1.178 -1.482
H 0.568 1.127 2.222
H 0.757 2.066 0.783
H 1.943 0.765 0.884
H -2.544 -0.874 -0.710
H -0.657 -1.778 1.211

***

Record 3
Entry from OMol25: a structure of composition C28H23CuN4O2S in a non-equilibrium geometry (the ωB97M-V functional and the def2-TZVPD basis).

Computed properties:
frontier orbital gap	6.0	eV
energy relative to the best compared isomer or geometry (same formula, charge and spin)	0.0	kJ/mol
multiplicity	1
HOMO energy	-6.57	eV
net charge	0

Geometry (Å):
Cu 1.098 0.148 -0.315
C 3.400 -2.994 -2.340
O 2.702 -2.013 -3.230
C 2.058 -1.128 -2.388
N 2.258 -1.288 -1.103
C 3.426 -2.219 -0.963
C 3.406 -3.181 0.191
C 3.031 -2.748 1.483
C 3.000 -3.719 2.471
C 3.315 -5.064 2.207
C 3.880 -5.440 1.013
C 3.914 -4.471 -0.027
C 1.087 -0.261 -3.037
C 1.171 -0.114 -4.444
C 0.235 0.738 -5.054
C -0.653 1.443 -4.271
C -0.523 1.354 -2.856
N 0.322 0.517 -2.258
C -1.630 2.002 -2.119
N -1.933 1.904 -0.855
C -3.218 2.596 -0.707
C -3.331 3.523 -1.902
O -2.373 2.897 -2.847
C -3.274 3.275 0.659
C -2.590 2.815 1.781
C -2.647 3.474 2.976
C -3.611 4.499 3.140
C -4.271 4.982 2.063
C -4.102 4.382 0.826
H 4.425 -3.199 -2.684
H 2.758 -3.894 -2.329
H 4.290 -1.554 -0.974
H 2.804 -1.743 1.795
H 2.598 -3.429 3.452
H 3.273 -5.841 2.981
H 4.418 -6.410 0.834
H 4.344 -4.703 -1.030
H 1.908 -0.642 -5.020
H 0.149 0.825 -6.113
H -1.327 2.201 -4.679
H -3.991 1.792 -0.816
H -2.964 4.513 -1.733
H -4.412 3.607 -2.290
H -1.888 2.018 1.709
H -1.955 3.226 3.804
H -3.816 4.911 4.121
H -5.053 5.761 2.138
H -4.681 4.812 0.013
S 1.535 1.419 1.557
C 0.509 0.170 2.131
C 0.177 -0.008 3.479
C -0.857 -0.953 3.762
C -1.430 -1.682 2.722
C -0.910 -1.526 1.433
N 0.008 -0.609 1.185
H 0.639 0.701 4.182
H -1.133 -1.165 4.770
H -2.202 -2.382 2.922
H -1.366 -2.123 0.584

***

Record 4
Entry from OMol25: the ion C4H8NOS with charge -1 in a non-equilibrium geometry (the ωB97M-V functional and the def2-TZVPD basis).

Computed properties:
frontier orbital gap	6.4	eV
energy relative to the best compared isomer or geometry (same formula, charge and spin)	164.6	kJ/mol
multiplicity	1
HOMO energy	-2.74	eV
net charge	-1

Geometry (Å):
C -0.145 -1.161 1.842
N 0.417 -0.490 0.674
C 0.699 -0.750 -0.604
O 1.128 -1.847 -1.110
C 0.417 0.404 -1.502
C -0.674 1.371 -0.845
S 0.156 2.692 -0.061
H 0.554 -1.016 2.667
H -1.116 -0.786 2.147
H -0.437 -2.232 1.564
H 0.403 0.461 1.115
H 1.304 1.019 -1.653
H -0.038 0.006 -2.434
H -1.283 0.893 -0.082
H -1.385 1.437 -1.717

***

Record 5
Entry from OMol25: a structure of composition C2H4IrO3 in a non-equilibrium geometry (the ωB97M-V functional and the def2-TZVPD basis).

Computed properties:
frontier orbital gap (alpha / beta)	9.4 / 7.8	eV
energy relative to the best compared isomer or geometry (same formula, charge and spin)	0.0	kJ/mol
multiplicity	5
HOMO energy (alpha / beta)	-26.64 / -28.30	eV
net charge	+3
expectation value of S²	6.0088

Geometry (Å):
O 1.352 -0.558 -0.261
O -1.509 -0.198 -0.095
C 1.369 0.110 0.758
C 0.222 0.958 1.204
H 2.277 0.167 1.382
H 0.552 1.992 1.376
H -0.220 0.551 2.127
Ir -0.258 -1.053 -1.231
O -0.768 0.996 0.163
H -1.603 1.535 0.350

***

Record 6
Entry from OMol25: the molecule C4H5NO (the ωB97M-V functional and the def2-TZVPD basis).

Computed properties:
frontier orbital gap (alpha / beta)	8.6 / 8.6	eV
energy relative to the best compared isomer or geometry (same formula, charge and spin)	478.1	kJ/mol
multiplicity	1
HOMO energy (alpha / beta)	-7.88 / -7.88	eV
net charge	0

Geometry (Å):
O -1.285 -1.209 0.787
C -0.498 -0.244 0.186
C 0.783 0.347 0.825
C -0.385 1.218 0.624
C 0.043 -0.494 -1.046
N 0.442 -0.850 -2.134
H -0.713 -1.613 1.457
H 1.435 -1.021 -2.285
H 1.668 0.483 0.195
H -0.997 1.371 1.513
H -0.492 2.011 -0.122

***

Record 7
Entry from OMol25: a cluster of 2 separate species, C5H9NO in total in a non-equilibrium geometry (the ωB97M-V functional and the def2-TZVPD basis).

Computed properties:
frontier orbital gap	10.6	eV
energy relative to the best compared isomer or geometry (same formula, charge and spin)	248.0	kJ/mol
multiplicity	1
HOMO energy	-9.55	eV
net charge	0

Geometry (Å):
C 1.197 -0.913 0.923
C 0.868 -0.406 -0.455
N -0.001 -1.227 -1.296
C -0.470 0.088 -0.868
C -1.668 0.135 0.059
C 0.311 2.601 0.242
O 0.476 2.611 1.363
H 0.351 -1.450 1.357
H 2.044 -1.605 0.892
H 1.464 -0.089 1.592
H 1.704 0.084 -0.954
H 0.298 -1.205 -2.267
H -0.463 0.874 -1.622
H -1.673 -0.740 0.717
H -2.588 0.091 -0.538
H -1.852 1.153 0.855

***

Record 8
Entry from OMol25: a cluster of 2 separate species, C4H8O4 in total in a non-equilibrium geometry (the ωB97M-V functional and the def2-TZVPD basis).

Computed properties:
frontier orbital gap	11.1	eV
energy relative to the best compared isomer or geometry (same formula, charge and spin)	72.7	kJ/mol
multiplicity	1
HOMO energy	-10.54	eV
net charge	0

Geometry (Å):
C 2.098 0.867 0.150
C 1.505 -0.420 0.642
O 1.966 -1.521 0.416
O 0.466 -0.239 1.550
H 3.036 1.054 0.677
H 2.282 0.777 -0.925
H 1.408 1.703 0.292
H 0.176 0.694 1.633
C -2.146 -1.077 -0.164
C -1.378 0.155 -0.516
O -1.300 1.194 0.121
O -0.733 0.031 -1.726
H -2.835 -1.326 -0.975
H -2.718 -0.898 0.750
H -1.458 -1.910 0.000
H -0.370 0.917 -1.923

***

Record 9
Entry from OMol25: a structure of composition C27H31N4S2 in a non-equilibrium geometry (the ωB97M-V functional and the def2-TZVPD basis).

Computed properties:
frontier orbital gap	8.0	eV
energy relative to the best compared isomer or geometry (same formula, charge and spin)	213.3	kJ/mol
multiplicity	1
HOMO energy	-10.60	eV
net charge	+1

Geometry (Å):
C -6.320 0.058 1.411
C -6.408 0.449 0.063
C -5.413 0.058 -0.840
C -4.330 -0.712 -0.401
C -3.330 -1.142 -1.458
N -2.143 -1.794 -0.862
C -1.997 -3.118 -1.388
C -1.050 -3.935 -0.473
N 0.012 -3.140 0.069
C 1.119 -3.910 0.568
C 2.069 -3.083 1.478
N 2.187 -1.758 0.963
C 3.371 -1.111 1.562
C 4.406 -0.700 0.525
C 5.506 0.029 0.992
C 6.502 0.441 0.100
C 6.407 0.097 -1.260
C 5.324 -0.669 -1.709
C 4.336 -1.085 -0.814
C 1.116 -1.025 0.427
C 1.074 0.378 0.321
N 0.021 1.150 -0.035
C -1.044 0.360 -0.386
C -1.063 -1.027 -0.406
C 0.023 -1.780 0.028
C -4.248 -1.110 0.934
C -5.236 -0.717 1.840
H -7.097 0.362 2.112
H -7.239 1.048 -0.293
H -5.451 0.320 -1.893
H -3.821 -1.852 -2.163
H -3.026 -0.263 -2.060
H -2.989 -3.635 -1.413
H -1.526 -3.107 -2.398
H -1.660 -4.357 0.397
H -0.579 -4.774 -1.069
H 0.691 -4.780 1.161
H 1.727 -4.295 -0.324
H 1.624 -3.097 2.500
H 3.064 -3.583 1.469
H 3.083 -0.230 2.167
H 3.848 -1.837 2.261
H 5.555 0.248 2.053
H 7.338 1.023 0.471
H 7.178 0.429 -1.956
H 5.249 -0.942 -2.769
H 3.516 -1.723 -1.170
H 1.950 0.914 0.570
H -1.904 0.913 -0.662
H -3.420 -1.747 1.278
H -5.162 -1.021 2.893
C -0.503 6.013 -0.696
C 0.896 5.403 -0.829
S 0.752 3.592 -1.317
C 0.104 2.819 0.136
S -1.512 3.549 0.077
C -1.147 5.337 0.520
H -0.419 7.089 -0.517
H -1.097 5.881 -1.603
H 1.496 5.898 -1.602
H 1.408 5.443 0.151
H 0.699 2.626 1.083
H -0.432 5.314 1.362
H -2.088 5.813 0.821

***

Record 10
Entry from OMol25: a structure of composition C6H9NS in a non-equilibrium geometry (the ωB97M-V functional and the def2-TZVPD basis).

Computed properties:
frontier orbital gap	9.7	eV
energy relative to the best compared isomer or geometry (same formula, charge and spin)	822.7	kJ/mol
multiplicity	1
HOMO energy	-9.25	eV
net charge	0

Geometry (Å):
C -1.425 0.521 -1.653
C -1.090 0.564 -0.107
C 0.172 0.042 0.407
C 1.381 -0.803 -0.256
C 0.117 -0.416 1.861
C -0.290 -0.922 2.877
H -2.661 -0.116 -1.700
H -0.362 -0.500 -2.258
H -1.589 1.679 -2.194
H -2.125 0.674 0.483
H 0.288 2.032 -0.611
H 0.942 -1.815 -0.354
H 1.458 -0.545 -1.384
H 3.171 0.542 0.308
H -0.881 -1.707 3.706
N -0.059 1.499 0.336
S 2.952 -0.728 0.541

***

Record 11
Entry from OMol25: the molecule C4H7NO (the ωB97M-V functional and the def2-TZVPD basis).

Computed properties:
frontier orbital gap	10.5	eV
energy relative to the best compared isomer or geometry (same formula, charge and spin)	161.8	kJ/mol
multiplicity	1
HOMO energy	-9.62	eV
net charge	0

Geometry (Å):
C -1.681 -0.080 -0.293
C -0.385 -0.179 0.496
N 0.646 -1.043 -0.144
C 1.578 0.092 -0.359
C 0.571 1.007 0.337
O 0.554 2.157 0.675
H -2.250 -1.012 -0.218
H -1.464 0.098 -1.351
H -2.297 0.743 0.084
H -0.587 -0.412 1.550
H 1.025 -1.723 0.505
H 1.737 0.319 -1.420
H 2.553 0.035 0.138

***

Record 12
Entry from OMol25: a cluster of 2 separate species, C13H15N3 in total in a non-equilibrium geometry (the ωB97M-V functional and the def2-TZVPD basis).

Computed properties:
frontier orbital gap	8.8	eV
energy relative to the best compared isomer or geometry (same formula, charge and spin)	6.3	kJ/mol
multiplicity	1
HOMO energy	-8.14	eV
net charge	0

Geometry (Å):
C 1.734 3.623 -1.434
C 2.070 2.239 -0.971
C 3.089 1.884 -0.165
N 3.119 0.506 -0.006
C 2.070 -0.028 -0.696
C 1.631 -1.352 -0.802
C 0.494 -1.646 -1.506
C -0.214 -0.594 -2.129
C 0.284 0.694 -2.136
C 1.406 1.019 -1.352
H 1.503 4.230 -0.541
H 0.911 3.707 -2.129
H 2.615 4.164 -1.795
H 3.755 2.535 0.376
H 3.674 0.058 0.700
H 2.208 -2.103 -0.270
H 0.056 -2.635 -1.546
H -1.103 -0.766 -2.723
H -0.359 1.460 -2.561
C -4.164 -0.723 1.724
C -2.838 -1.396 1.758
C -1.635 -0.769 1.623
N -0.673 -1.718 1.849
C -1.339 -2.861 2.172
N -2.626 -2.692 2.173
H -4.947 -1.298 1.230
H -4.083 0.267 1.277
H -4.529 -0.528 2.734
H -1.479 0.267 1.374
H 0.217 -1.755 1.372
H -0.846 -3.790 2.402

***

| no. | DFT total energy (eV) |
| --- | --- |
| 1 | -76681.173 |
| 2 | -8365.631 |
| 3 | -94938.585 |
| 4 | -18650.504 |
| 5 | -11070.823 |
| 6 | -7761.571 |
| 7 | -8866.642 |
| 8 | -12468.406 |
| 9 | -56125.183 |
| 10 | -18684.684 |
| 11 | -7797.967 |
| 12 | -18194.720 |